Br3H3Si3 | ωB97M-V/def2-TZVPD

Structure (XYZ):
```
9
Properties=species:S:1:pos:R:3:forces:R:3
Si 0.494983 0.207583 1.303047 0.4446 -0.3321 2.4518
Br -1.463445 0.420549 2.481070 0.4433 -0.0563 -0.7214
Si 0.097484 1.109934 -0.926735 -0.8119 0.1176 0.3118
H 0.978453 1.926244 -1.778125 0.4461 -0.2977 0.0287
Br -1.338973 -2.907069 -0.883428 0.2492 0.6575 0.2719
Br -1.799336 2.332041 -1.237719 0.5128 -0.6037 0.3494
H 1.489051 0.084797 2.751019 -1.1038 0.2871 -2.5777
H 1.344057 -1.888178 -1.200577 0.4288 0.2373 0.0604
Si 0.197730 -1.285897 -0.508554 -0.6091 -0.0096 -0.1750
```
Forces are in eV/Å.

Summary:
* charge: 0
* SMILES: Br[Si@H]1[Si@@H](Br)[Si@H]1Br
* HOMO-LUMO gap: 0.2887 Eh
* energy above the lowest of the compared OMol25 structures with the same formula, charge and spin: 2.35 kcal per mole